Model one:
CaH16O8 | ωB97M-V/def2-TZVPD

lowest unoccupied orbital energy	-6.626	eV
molecular weight	184.20	g/mol
highest occupied orbital energy	-18.87	eV
net charge	+2
frontier orbital gap	0.44994	Ha

Geometry as XYZ:
```
25
Properties=species:S:1:pos:R:3:nbo_charge:R:1
Ca -7.6900 -8.2820 -5.1970 1.82
O -6.6410 -6.4580 -4.0770 -1.00
H -5.9220 -5.8630 -4.2600 0.52
H -6.7050 -6.5690 -3.1020 0.51
O -5.3910 -8.0800 -6.1140 -1.00
H -4.6050 -8.5210 -5.7240 0.52
H -5.4610 -8.3200 -7.0620 0.51
O -7.1980 -10.4560 -6.3530 -0.98
H -6.3430 -10.8070 -6.2750 0.50
H -7.7110 -11.2640 -6.0850 0.50
O -9.7590 -6.9080 -4.2930 -0.98
H -9.5660 -6.2970 -3.6120 0.50
H -10.4890 -6.5540 -4.7880 0.50
O -9.3140 -9.8990 -4.2680 -0.97
H -8.8260 -10.7640 -4.1680 0.48
H -10.0410 -10.1290 -4.8260 0.51
O -7.8790 -6.2340 -6.6030 -0.97
H -7.0740 -5.9170 -6.9390 0.49
H -8.3650 -6.5100 -7.4180 0.50
O -9.6130 -8.7480 -6.8680 -0.99
H -9.7140 -9.3460 -7.6020 0.51
H -10.3220 -8.1460 -7.0380 0.50
O -6.5570 -9.2570 -3.2700 -1.01
H -5.6030 -9.1960 -3.0800 0.52
H -6.9560 -9.7780 -2.5770 0.52
```

Model two:
CaH16O8 | ωB97M-V/def2-TZVPD

lowest unoccupied orbital energy	-6.471	eV
molecular weight	184.20	g/mol
highest occupied orbital energy	-19.12	eV
net charge	+2
frontier orbital gap	0.46500	Ha

Geometry as XYZ:
```
25
Properties=species:S:1:pos:R:3:nbo_charge:R:1
Ca -0.1802 -0.0581 -0.2834 1.84
O 0.3752 2.1212 -1.4831 -0.97
H -0.0687 2.3490 -2.2685 0.49
H 0.2563 2.9415 -0.9732 0.50
O -2.0466 -0.1766 -1.9401 -0.98
H -2.6468 0.4365 -1.5348 0.50
H -1.8248 0.1471 -2.8358 0.51
O 0.2272 -2.3427 0.1062 -1.00
H 0.0059 -2.7183 0.9585 0.50
H 0.9506 -2.8938 -0.2235 0.52
O 0.4419 -0.6555 2.3524 -0.98
H 0.8829 -1.3534 2.8477 0.51
H -0.2016 -0.3167 2.9049 0.49
O 2.2834 0.3973 0.1360 -0.99
H 3.1932 0.4732 -0.0854 0.51
H 2.3381 0.4394 1.0995 0.50
O -0.0196 1.8645 1.2554 -1.01
H 0.6438 2.5943 1.0916 0.52
H -0.1059 1.6789 2.2112 0.51
O 0.8725 -0.9700 -2.2873 -0.99
H 0.5025 -1.1209 -3.1188 0.50
H 1.7964 -0.7159 -2.4355 0.51
O -2.2060 -0.5917 1.3685 -1.00
H -2.4927 -1.4686 1.5698 0.51
H -2.9772 -0.0608 1.5679 0.51
```

Going by the energies, model one is most stable and the next is 10.2 kJ/mol up.

Model one:
CH8P4 | ωB97M-V/def2-TZVPD

lowest unoccupied orbital energy	0.713	eV
molecular weight	143.97	g/mol
highest occupied orbital energy	-8.27	eV
frontier orbital gap	0.33012	Ha

Geometry as XYZ:
```
13
Properties=species:S:1:pos:R:3:nbo_charge:R:1
C 0.8737 0.7742 0.7823 -1.04
P 1.5516 1.1858 -0.8608 0.33
P 0.0482 -2.0730 -0.0425 -0.04
P -1.5610 0.7280 -1.0061 0.01
P -0.7443 -0.1968 0.7868 0.30
H 1.4118 0.1711 1.5154 0.25
H 0.2404 1.8156 1.4038 0.24
H 0.8259 0.2928 -1.6416 -0.02
H 2.6795 0.3944 -0.8476 -0.02
H -1.2105 -2.5092 -0.4853 0.00
H 0.0594 -2.9408 1.0510 0.00
H -2.8130 0.5002 -0.5265 -0.01
H -1.3618 1.8577 -0.1288 0.00
```

Model two:
CH8P4 | ωB97M-V/def2-TZVPD

lowest unoccupied orbital energy	-0.075	eV
molecular weight	143.97	g/mol
highest occupied orbital energy	-8.74	eV
frontier orbital gap	0.31850	Ha

Geometry as XYZ:
```
13
Properties=species:S:1:pos:R:3:nbo_charge:R:1
C 0.8555 0.8662 -0.1924 -0.88
P 2.5723 0.2376 -0.1731 0.31
P -0.2658 -1.7765 -0.2429 0.02
P -2.0719 0.8430 -0.1880 0.04
P -0.4752 0.0797 0.8970 0.27
H 0.7825 1.8591 -0.3402 0.18
H 0.1645 0.5422 -1.8264 0.10
H 2.0817 -1.1166 -0.2894 -0.01
H 3.0204 0.1973 1.2320 -0.01
H -1.5674 -1.8228 -0.6725 -0.01
H -0.3781 -2.8081 0.7145 0.00
H -3.1023 0.8501 0.7722 0.00
H -1.6161 2.0488 0.3092 -0.01
```

Going by the energies, model one is most stable and the next is 181.8 kJ/mol up.

Model one:
C4H11O3 | ωB97M-V/def2-TZVPD

lowest unoccupied orbital energy	4.133	eV
molecular weight	107.13	g/mol
highest occupied orbital energy	-4.10	eV
net charge	-1
frontier orbital gap	0.30266	Ha

Geometry as XYZ:
```
18
Properties=species:S:1:pos:R:3:nbo_charge:R:1
C -2.3373 0.4263 -0.1019 -0.06
O -1.9333 1.7798 -0.5097 -0.82
C -1.2220 -0.2862 0.6520 -0.47
C 0.0054 -0.4322 -0.2132 0.12
C 1.2185 -1.1117 0.4525 -0.62
O 0.5082 0.8008 -0.7560 -0.92
H -2.5016 -0.2112 -1.0084 0.13
H -3.2899 0.3976 0.4609 0.15
H -0.9613 0.3682 1.5484 0.19
H -1.5325 -1.2000 1.1882 0.19
H -0.3175 -1.1728 -1.1332 0.09
H 2.1687 -1.0769 -0.1418 0.20
H 1.0191 -2.1819 0.6317 0.18
H 1.3194 -0.5361 1.4838 0.19
H -0.8249 1.5626 -0.5979 0.52
H 2.0784 0.8980 -0.6463 0.51
H 3.6215 0.6197 -0.7147 0.43
O 2.9810 1.3559 -0.5943 -1.01
```

Model two:
C4H11O3 | ωB97M-V/def2-TZVPD

lowest unoccupied orbital energy	4.189	eV
molecular weight	107.13	g/mol
highest occupied orbital energy	-3.58	eV
net charge	-1
frontier orbital gap	0.28553	Ha

Geometry as XYZ:
```
18
Properties=species:S:1:pos:R:3:nbo_charge:R:1
C -0.5145 0.6338 -0.8267 -0.46
C 0.9185 0.7261 -0.3978 -0.45
C 0.9764 1.2533 1.0401 -0.06
O 1.0788 0.1877 1.9561 -0.83
C -1.3463 -0.5742 -0.1152 -0.06
O -0.8756 -1.1664 1.0129 -0.93
H -1.0091 1.6420 -0.8645 0.19
H -0.5771 0.5657 -1.9572 0.18
H 1.4415 1.4484 -0.9834 0.19
H 1.4464 -0.2169 -0.4368 0.21
H 0.3015 2.0008 1.4378 0.15
H 1.9330 1.7740 1.3154 0.14
H 0.1047 -0.4036 1.7871 0.50
H -2.2691 0.0190 0.3705 0.10
H -1.6860 -1.2976 -0.8489 0.16
H -0.2922 -2.5428 -0.2293 0.50
H 0.2764 -1.5531 -1.1104 0.46
O 0.0928 -2.4963 -1.1497 -0.98
```

Going by the energies, model one is most stable and the next is 104.9 kJ/mol up.

Model one:
C2H6N4S | ωB97M-V/def2-TZVPD

lowest unoccupied orbital energy	0.621	eV
molecular weight	118.16	g/mol
highest occupied orbital energy	-9.32	eV
frontier orbital gap	0.36533	Ha

Geometry as XYZ:
```
13
Properties=species:S:1:pos:R:3:nbo_charge:R:1
C 0.2801 -0.0851 -1.1465 0.28
C -0.4813 -0.2224 2.1443 0.29
H 0.1213 1.7830 -2.1835 0.41
H 1.3431 0.7613 -2.7746 0.40
H 1.8223 -1.3096 -1.4811 0.36
H -0.9450 -1.6255 0.7075 0.41
H -0.2119 -1.1161 2.7108 0.16
H -0.6078 1.7073 1.8889 0.35
N 0.5031 0.8498 -2.1198 -0.84
N 0.9601 -1.1483 -0.9254 -0.77
N -1.2568 -0.7126 1.0344 -0.79
N -0.2085 0.9378 2.5052 -0.65
S -1.3187 0.1802 -0.3602 0.40
```

Model two:
C2H6N4S | ωB97M-V/def2-TZVPD

lowest unoccupied orbital energy (alpha / beta)	0.557 / 0.561	eV
molecular weight	118.16	g/mol
highest occupied orbital energy (alpha / beta)	-7.90 / -7.90	eV
frontier orbital gap (alpha / beta)	0.31085 / 0.31092	Ha

Geometry as XYZ:
```
13
Properties=species:S:1:pos:R:3:nbo_charge:R:1
C 0.1165 -0.2931 0.2184 -0.01
C -2.6022 0.3688 0.0931 -0.80
N 1.3299 -0.3117 0.3414 -0.31
N 2.2685 0.6203 0.7466 -0.16
N 3.7451 -0.1093 -0.9791 -0.50
N 3.4223 0.5148 0.0928 -0.02
S -1.0502 1.0609 -0.0062 0.24
H -0.3450 -1.2846 0.1396 0.18
H -2.3907 -0.7165 0.1666 0.23
H -3.2980 0.5538 -0.7494 0.23
H -3.1522 0.7685 0.9320 0.23
H 4.7280 0.1553 -1.2009 0.32
H 4.1862 1.0086 0.4985 0.38
```

Model three:
C2H6N4S | ωB97M-V/def2-TZVPD

lowest unoccupied orbital energy	0.535	eV
molecular weight	118.16	g/mol
highest occupied orbital energy	-9.00	eV
frontier orbital gap	0.35026	Ha

Geometry as XYZ:
```
13
Properties=species:S:1:pos:R:3:nbo_charge:R:1
C 1.6756 -0.9700 -0.0230 -0.22
C -1.8446 0.1683 0.2823 0.28
H 1.6758 2.1647 0.0845 0.38
H 0.3985 1.2024 -0.4530 0.37
H 2.3202 -1.8035 0.3057 0.20
H -1.2194 -1.5791 1.2694 0.40
H -2.4854 0.3609 1.1214 0.17
H -1.2075 0.5348 -1.4795 0.34
N 1.4101 1.2667 -0.2734 -0.60
N 2.1108 0.2335 0.1221 -0.17
N -1.0542 -0.9821 0.4805 -0.80
N -1.8421 0.8927 -0.7481 -0.71
S 0.0624 -1.4893 -0.6891 0.35
```

Going by the energies, model one is most stable and the next is 88.0 kJ/mol up.

Model one:
C3H4ClNO2 | ωB97M-V/def2-TZVPD

lowest unoccupied orbital energy	0.043	eV
molecular weight	121.52	g/mol
highest occupied orbital energy	-8.95	eV
frontier orbital gap	0.33035	Ha

Geometry as XYZ:
```
11
Properties=species:S:1:pos:R:3:nbo_charge:R:1
C 0.9741 -0.4477 0.7800 0.34
C -1.4700 0.4214 0.3015 0.22
C 0.2469 -0.5707 -0.4750 0.06
N -1.3379 1.6223 0.4821 -0.66
O 1.0625 -1.3826 1.5484 -0.56
O -0.1853 -1.8030 -0.7956 -0.66
Cl -2.6932 -0.7275 0.4776 0.04
H 1.3968 0.5420 0.9959 0.14
H 0.4285 0.0807 -1.3129 0.21
H -2.1047 2.2045 0.8124 0.37
H -0.0845 -2.3495 0.0084 0.50
```

Model two:
C3H4ClNO2 | ωB97M-V/def2-TZVPD

lowest unoccupied orbital energy (alpha / beta)	-0.115 / -0.116	eV
molecular weight	121.52	g/mol
highest occupied orbital energy (alpha / beta)	-8.14 / -8.14	eV
frontier orbital gap (alpha / beta)	0.29497 / 0.29493	Ha

Geometry as XYZ:
```
11
Properties=species:S:1:pos:R:3:nbo_charge:R:1
C -0.0374 -1.6903 -0.5370 0.45
C -0.9548 0.8405 -0.2342 0.28
C 0.1567 0.2668 0.4420 -0.01
N -2.1855 0.5987 -0.1951 -0.65
O 0.0024 -2.5777 0.2008 -0.46
O 1.3974 0.6430 0.1647 -0.67
Cl -0.4760 1.6892 -1.8702 -0.21
H 0.1375 -1.6338 -1.6690 0.15
H 0.1449 -0.3480 1.3615 0.24
H -2.8042 0.8905 -0.9338 0.38
H 1.4826 1.3640 -0.4714 0.50
```

Going by the energies, model one is most stable and the next is 95.8 kJ/mol up.

Model one:
H2N2O2 | ωB97M-V/def2-TZVPD

lowest unoccupied orbital energy (alpha / beta)	-0.710 / -0.621	eV
molecular weight	62.03	g/mol
highest occupied orbital energy (alpha / beta)	-7.73 / -7.72	eV
frontier orbital gap (alpha / beta)	0.25795 / 0.26087	Ha

Geometry as XYZ:
```
6
Properties=species:S:1:pos:R:3:nbo_charge:R:1
N -1.8279 -0.6436 0.3383 0.09
N 0.5749 0.3380 -0.1059 -0.18
O -0.8468 -0.9889 -0.1787 -0.16
O 1.7345 -0.0709 0.2821 -0.45
H 0.3723 0.6763 -1.1113 0.36
H -0.0070 0.6891 0.7755 0.35
```

Model two:
H2N2O2 | ωB97M-V/def2-TZVPD

lowest unoccupied orbital energy (alpha / beta)	-0.154 / -1.604	eV
molecular weight	62.03	g/mol
highest occupied orbital energy (alpha / beta)	-10.30 / -10.26	eV
frontier orbital gap (alpha / beta)	0.37283 / 0.31825	Ha

Geometry as XYZ:
```
6
Properties=species:S:1:pos:R:3:nbo_charge:R:1
N -0.9277 -1.0564 -0.1945 -0.59
N 1.0506 1.3658 0.0980 0.49
O 1.1290 2.1046 -0.8367 -0.26
O 0.3813 0.3398 0.3210 -0.27
H -1.3978 -0.9603 0.7024 0.31
H -0.2354 -1.7934 -0.0902 0.31
```

Going by the energies, model two is most stable and the next is 65.3 kJ/mol up.